Here is one molecule with the formula C7H12ClN3O in a non-equilibrium geometry from the OMol25 dataset. Energies are from wB97M-V/def2-TZVPD.

Geometry (Å):
C 1.6407 -0.2576 -0.4813
C 2.7271 0.4256 0.1887
C -1.8859 1.5026 0.9412
C -2.5354 -0.9144 0.2964
C 1.7549 -1.6326 -0.9234
C -0.6587 0.3934 -1.0031
C -1.3551 0.1903 0.3731
N 1.1117 1.8893 -0.3463
N 3.7423 -0.1379 0.6558
N 0.6991 0.7065 -0.6860
O 2.3321 1.7669 0.2603
Cl 1.4794 -2.8601 0.3398
H -2.8513 1.7497 0.4352
H -2.0195 1.3516 2.0340
H -1.2676 2.2670 0.6269
H -2.1631 -1.9644 0.3502
H -3.3147 -0.6242 -0.4586
H -3.1303 -0.6073 1.0829
H 2.7322 -1.9071 -1.2317
H 1.1147 -1.8698 -1.6651
H -0.7437 -0.7285 -1.3695
H -1.2154 1.1545 -1.6262
H -0.5674 -0.3094 0.9589
H 4.3737 0.4160 1.2478

Cartesian forces (eV/Å) of the 2 atoms listed first:
0.73 1.77 0.36
-0.99 -0.42 -0.25

charge = 0
maximum force = 3.405 eV Å⁻¹
Kohn-Sham gap (alpha / beta) = 8.2 / 8.2 eV
energy above the lowest of the compared OMol25 structures with the same formula, charge and spin = 200.6 kJ/mol
highest occupied orbital energy (alpha / beta) = -7.86 / -7.86 eV

Mulliken atomic charge list, values in e, 8 entries: C 0.374; C 0.510; C -1.455; C -1.551; C -1.194; C -0.670; C 0.552; N -0.719



Here is one molecule with the formula C7H12ClP in a non-equilibrium geometry from the OMol25 dataset. Energies are from wB97M-V/def2-TZVPD.

Geometry (Å):
C 0.6227 1.2621 1.1781
C 0.6158 0.1695 0.1217
C -0.1122 0.3972 -1.1605
C -1.6538 0.6004 -0.9583
C -2.2455 -0.2737 0.1052
Cl -3.9529 -0.1556 0.1746
C -1.5089 -1.1030 0.7886
C 0.0344 -1.1849 0.7365
P 0.5632 -2.6762 -0.3509
H -0.4997 1.3326 1.5350
H 1.1023 2.2014 0.8677
H 1.1106 0.7062 1.9845
H 1.6131 -0.1559 -0.1707
H 0.1079 -0.3535 -1.8304
H 0.3027 1.4358 -1.4783
H -2.2448 0.2530 -1.8704
H -2.0416 1.5796 -0.8150
H -1.9393 -1.8421 1.5466
H 0.5434 -1.2023 1.6931
H -0.1676 -2.2347 -1.4906
H -0.5348 -3.5048 0.1302

Cartesian forces (eV/Å) of the 2 atoms listed first:
-2.26 -1.40 0.43
-0.21 -2.50 -0.01

SMILES string = C[C@@H]1CCC(Cl)=C[C@H]1P
charge = 0
maximum force = 5.517 eV Å⁻¹
Kohn-Sham gap = 9.7 eV
energy above the lowest of the compared OMol25 structures with the same formula, charge and spin = 0.0 kJ/mol
highest occupied orbital energy = -8.79 eV

Mulliken atomic charge list, values in e, 8 entries: C -1.215; C -0.146; C -0.984; C -0.849; C 0.402; Cl -0.218; C -0.425; C -0.445



Here is a 2-piece molecular cluster, C7H12F3O3S overall in a non-equilibrium geometry from the OMol25 dataset. Energies are from wB97M-V/def2-TZVPD.

Geometry (Å):
C 0.6968 -1.0425 1.7994
C 0.6484 -3.2247 0.4727
C 0.4732 1.6535 -1.8208
C -1.8139 1.6020 -0.8271
C 0.6967 -1.7175 0.4028
C -0.3265 1.3540 -0.6356
C -0.3374 -1.0805 -0.4149
O -0.7292 1.7579 1.9889
O 1.5457 1.8328 1.0676
O -0.0374 3.6560 0.5544
F 1.8562 -1.4130 -0.3361
F -1.6869 -1.2240 0.0399
F -0.3349 -1.4699 -1.6916
S 0.1350 2.2121 0.9209
H 1.2661 -0.1608 1.6408
H -0.3405 -0.5897 2.1800
H 1.1211 -1.5498 2.5603
H 0.1695 -3.4944 1.3474
H 1.6444 -3.6588 0.4359
H 0.0037 -3.7316 -0.3838
H 0.0604 1.0881 -2.6460
H 1.5752 1.4385 -1.9367
H 0.5110 2.7664 -2.1132
H -2.3528 0.8585 -0.1988
H -2.3146 1.4589 -1.8985
H -2.1295 2.6783 -0.5077

Cartesian forces (eV/Å) of the 2 atoms listed first:
-3.14 2.31 -2.15
-1.12 -1.15 -3.18

charge = -1
spin multiplicity = 3
maximum force = 4.450 eV Å⁻¹
Kohn-Sham gap (alpha / beta) = 6.6 / 7.0 eV
highest occupied orbital energy (alpha / beta) = -3.30 / -5.17 eV

Mulliken atomic charge list, values in e, 8 entries: C -1.788; C -1.635; C -1.508; C -1.198; C 2.124; C 0.840; C -0.017; O -0.678



Here is one molecule with the formula C7H12FN in a non-equilibrium geometry from the OMol25 dataset. Energies are from wB97M-V/def2-TZVPD.

Geometry (Å):
C 3.7511 -0.3230 0.4076
C 2.6163 -0.0238 -0.2665
C 1.2998 -0.3969 0.2041
C 0.1388 -0.1827 -0.4526
C -1.5534 1.8424 -0.0017
C -2.1049 0.4902 0.2329
C -1.1635 -0.7006 0.0645
N -1.6060 -1.7492 -0.8540
F -0.9756 -1.3036 1.3710
H 4.7120 -0.0523 -0.0173
H 3.7998 -0.8871 1.3594
H 2.5131 0.6967 -1.0713
H 1.3234 -0.7514 1.2917
H 0.2505 0.3834 -1.3754
H -1.2412 2.4049 0.9357
H -0.7762 1.8570 -0.7632
H -2.4408 2.4251 -0.4448
H -2.5256 0.3593 1.2209
H -2.9604 0.2072 -0.4941
H -2.3442 -2.1065 -0.3207
H -0.7130 -2.1893 -1.0262

Cartesian forces (eV/Å) of the 2 atoms listed first:
4.68 -1.05 2.43
-8.24 0.46 -0.66

charge = 0
spin multiplicity = 3
maximum force = 8.278 eV Å⁻¹
Kohn-Sham gap (alpha / beta) = 6.6 / 8.1 eV
energy above the lowest of the compared OMol25 structures with the same formula, charge and spin = 0.0 kJ/mol
highest occupied orbital energy (alpha / beta) = -5.52 / -10.30 eV

Mulliken atomic charge list, values in e, 8 entries: C -1.065; C 0.090; C 0.172; C -1.796; C -0.873; C -0.989; C 1.791; N -0.738



Here is one molecule with the formula C7H12FP in a non-equilibrium geometry from the OMol25 dataset. Energies are from wB97M-V/def2-TZVPD.

Geometry (Å):
C -0.7248 1.0999 -1.8398
C -0.6218 1.9305 -0.8570
C -0.5531 -0.4156 -1.4827
C 1.1883 -0.1187 0.5167
C 0.7175 1.1589 1.3043
C 0.0262 -0.8366 -0.1249
C 0.4162 -2.3520 -0.2199
F -0.8451 3.2594 -0.7738
P -0.4878 1.0540 2.6869
H -1.0079 1.2232 -2.8706
H -1.6154 -0.9440 -1.6848
H 0.0710 -0.8104 -2.2841
H 1.9484 0.1569 -0.2394
H 1.7273 -0.7196 1.1964
H 1.4553 1.8887 1.6448
H -0.7749 -0.8757 0.6754
H -0.3803 -3.1193 0.1729
H 1.3809 -2.4624 0.1686
H 0.5712 -2.5778 -1.3243
H -1.8687 1.0868 2.1615
H -0.6225 2.3739 3.1739

Cartesian forces (eV/Å) of the 2 atoms listed first:
-0.10 -2.71 0.58
0.68 1.89 2.01

charge = 0
maximum force = 3.332 eV Å⁻¹
Kohn-Sham gap (alpha / beta) = 8.6 / 7.7 eV
energy above the lowest of the compared OMol25 structures with the same formula, charge and spin = 394.1 kJ/mol
highest occupied orbital energy (alpha / beta) = -8.69 / -7.85 eV

Mulliken atomic charge list, values in e, 8 entries: C -0.589; C 0.173; C -0.692; C -0.987; C -0.452; C 0.958; C -1.380; F -0.254



Here is an isolated ion of composition C7H12N and charge +1 in a non-equilibrium geometry from the OMol25 dataset. Energies are from wB97M-V/def2-TZVPD.

Geometry (Å):
C -2.7388 -0.2070 0.2450
C -1.6188 -0.8409 -0.4795
C -0.2888 -0.9024 0.3096
C 1.0322 -1.5544 -0.1391
N 1.8021 -0.6195 0.2887
C 3.2039 -0.3592 0.2623
C 0.6342 0.2180 0.1158
C 0.7026 1.3638 -0.8454
H -2.8552 0.9756 0.1536
H -2.9210 -0.5173 1.3350
H -3.6196 -0.6408 -0.0898
H -1.4445 -0.3154 -1.4671
H -1.7342 -1.9092 -0.7192
H -0.4226 -0.9903 1.4380
H 3.2687 0.7307 -0.0098
H 3.6272 -0.9316 -0.5985
H 3.8027 -0.4976 1.2228
H -0.3226 1.5858 -1.2926
H 1.4354 1.2849 -1.5850
H 0.9765 2.2235 -0.1504

Cartesian forces (eV/Å) of the 2 atoms listed first:
-0.95 2.29 2.58
2.48 -0.84 -0.98

SMILES string = CC[C@H]1C2=[N+](C)[C@@]21C
charge = +1
maximum force = 3.693 eV Å⁻¹
Kohn-Sham gap = 9.3 eV
energy above the lowest of the compared OMol25 structures with the same formula, charge and spin = 473.5 kJ/mol
highest occupied orbital energy = -14.40 eV

Mulliken atomic charge list, values in e, 8 entries: C -1.170; C -0.435; C 0.579; C -0.591; N 0.340; C -0.716; C 0.105; C -1.349



Here is C7H12N2 as an isolated structure in a non-equilibrium geometry from the OMol25 dataset. Energies are from wB97M-V/def2-TZVPD.

Geometry (Å):
C 1.6556 -0.4403 0.5949
C 0.5965 0.7055 0.3897
C -0.2144 0.4455 -0.8972
C -1.3166 1.3139 -0.4694
C -0.9185 0.8002 0.9285
C -1.2077 -0.6491 0.7898
C -0.7212 -0.9088 -0.5548
H 3.3644 0.4079 -0.4075
H 2.2110 -0.5312 -1.2425
H 1.9061 -0.3754 1.6790
H 1.1772 -1.3834 0.2988
H 0.9906 1.6790 0.3219
H 0.0783 0.6099 -1.9863
H -2.3344 1.0043 -0.8881
H -1.2873 2.5161 -0.4460
H -1.1357 1.4670 1.7628
H -1.0008 -1.3094 1.6860
H -2.1990 -2.1620 -0.0767
H -0.1437 -1.7584 -0.8911
N 2.6929 -0.3444 -0.3423
N -2.1933 -1.0869 -0.2496

Cartesian forces (eV/Å) of the 2 atoms listed first:
-1.83 1.62 2.07
-0.86 -0.72 -1.19

charge = 0
maximum force = 4.391 eV Å⁻¹
Kohn-Sham gap = 9.7 eV
energy above the lowest of the compared OMol25 structures with the same formula, charge and spin = 380.8 kJ/mol
highest occupied orbital energy = -8.73 eV

Mulliken atomic charge list, values in e, 8 entries: C -0.933; C -0.087; C -0.610; C -0.524; C -0.604; C 0.081; C -0.521; H 0.238



Here is one molecule with the formula C7H12N2 in a non-equilibrium geometry from the OMol25 dataset. Energies are from wB97M-V/def2-TZVPD.

Geometry (Å):
C 2.4341 1.6186 -0.6448
C 1.4456 0.9612 -0.0260
C 1.4449 -0.4968 0.1731
C 2.7161 -1.1108 0.6425
C 0.3693 -1.1799 0.4290
C -0.9105 -0.5751 0.0808
N -1.8295 -0.4455 0.9467
N -2.9716 0.4078 0.8622
C -3.4322 0.7790 -0.5460
H 2.4011 2.6536 -0.7203
H 3.2375 1.2692 -1.2824
H 0.7206 1.5336 0.5072
H 2.5927 -2.1893 0.6809
H 2.8917 -0.6981 1.5839
H 3.5687 -0.7233 -0.0141
H 0.4867 -2.1728 0.8639
H -0.8714 0.1244 -0.7648
H -3.6485 -0.0269 1.4521
H -3.3071 -0.1271 -1.1647
H -4.4083 1.0996 -0.3036
H -2.6749 1.5858 -0.9156

Cartesian forces (eV/Å) of the 2 atoms listed first:
-0.58 -0.82 -0.45
1.75 -0.23 -0.92

SMILES string = C=C/C(C)=C\C=N\NC
charge = 0
maximum force = 3.911 eV Å⁻¹
Kohn-Sham gap = 9.1 eV
energy above the lowest of the compared OMol25 structures with the same formula, charge and spin = 321.8 kJ/mol
highest occupied orbital energy = -8.27 eV

Mulliken atomic charge list, values in e, 8 entries: C -0.908; C -0.390; C 0.891; C -1.365; C -0.368; C -0.401; N -0.282; N -0.355



Here is one molecule with the formula C7H12N2O2 in a non-equilibrium geometry from the OMol25 dataset. Energies are from wB97M-V/def2-TZVPD.

Geometry (Å):
C 1.1186 2.4255 -0.9256
N 1.0985 1.7108 0.0899
C 0.6147 0.3752 0.1109
C 1.7042 -0.7178 -0.2987
C 0.2837 0.1592 1.5722
C -0.5203 0.0675 -0.9210
O -0.2034 -0.0517 -2.1082
C -1.9890 -0.0528 -0.3948
C -2.7984 -1.1761 -0.8081
N -2.5844 0.7909 0.4135
O -2.0917 2.0459 0.8557
H 0.7357 2.2263 -1.9554
H 1.5625 3.3538 -0.7904
H 2.4426 -0.8136 0.4517
H 2.1163 -0.3469 -1.2190
H 1.0643 -1.6035 -0.4824
H -0.4601 0.8207 1.9097
H 1.2024 0.5681 2.1210
H 0.0807 -0.9060 1.8986
H -2.9336 -1.2707 -1.9678
H -3.8178 -1.1907 -0.4450
H -2.3084 -2.2176 -0.4452
H -1.1951 2.4095 0.4545

Cartesian forces (eV/Å) of the 2 atoms listed first:
-0.73 -0.15 -1.97
0.57 -0.16 0.28

SMILES string = C=NC(C)(C)C(=O)/C(C)=N\O
charge = 0
maximum force = 4.661 eV Å⁻¹
Kohn-Sham gap = 9.5 eV
energy above the lowest of the compared OMol25 structures with the same formula, charge and spin = 503.2 kJ/mol
highest occupied orbital energy = -9.51 eV

Mulliken atomic charge list, values in e, 8 entries: C -0.304; N -0.501; C 1.558; C -1.540; C -1.583; C 0.165; O -0.564; C 0.653



Here is one molecule with the formula C7H12N2O3 in a non-equilibrium geometry from the OMol25 dataset. Energies are from wB97M-V/def2-TZVPD.

Geometry (Å):
N 1.9211 0.6787 -1.5612
C 2.4448 -0.1784 -0.4972
C 1.4854 -0.9892 0.3092
O 1.9811 -1.7448 1.2008
N 0.1010 -0.8566 0.1065
C -0.7496 -1.4891 1.0786
C -2.1295 -0.9750 0.8917
C -2.1791 -0.5518 -0.4861
C -0.7987 0.0051 -0.6670
C -0.6532 1.4917 -0.1597
O -0.0387 1.8794 0.8173
O -1.4076 2.2833 -0.8900
H 1.1939 1.1597 -1.0061
H 2.5742 1.4185 -1.6364
H 3.2214 -1.1035 -0.8869
H 3.2012 0.1996 0.1614
H -0.8483 -2.6334 0.9319
H -0.2801 -1.3113 2.0707
H -2.9738 -1.6893 1.2128
H -2.2845 -0.0910 1.6653
H -2.9945 0.1792 -0.5665
H -2.3377 -1.4307 -1.1833
H -0.4367 0.1541 -1.7298
H -0.9885 3.1702 -0.6930

Cartesian forces (eV/Å) of the 2 atoms listed first:
-1.06 -0.29 1.80
2.71 -3.89 -1.76

SMILES string = NCC(=O)N1CCC[C@H]1C(=O)O
charge = 0
maximum force = 5.401 eV Å⁻¹
Kohn-Sham gap = 9.7 eV
energy above the lowest of the compared OMol25 structures with the same formula, charge and spin = 173.3 kJ/mol
highest occupied orbital energy = -9.30 eV

Mulliken atomic charge list, values in e, 8 entries: N -0.645; C -0.236; C 0.416; O -0.679; N 0.248; C -0.767; C -0.505; C -0.630